{
  "formula": "C31H43N7O6PSTi",
  "method": "ωB97M-V with the def2-TZVPD basis set",
  "de_lowest_kcal_mol": 3.35,
  "max_force_ev_per_a": 0.5,
  "e_homo_ev": -10.005,
  "total_charge": 1,
  "gap_ev": 5.416,
  "symbols": ["N", "H", "H", "H", "H", "O", "C", "S", "H", "C", "C", "H", "P", "C", "C", "C", "H", "H", "C", "H", "H", "C", "H", "H", "H", "H", "C", "H", "N", "C", "C", "O", "C", "C", "C", "H", "H", "C", "C", "H", "O", "N", "H", "H", "H", "C", "C", "C", "O", "H", "C", "H", "H", "H", "H", "O", "C", "C", "H", "H", "H", "N", "H", "H", "C", "O", "H", "H", "C", "H", "H", "N", "C", "H", "C", "C", "H", "C", "C", "N", "H", "Ti", "H", "H", "H", "N", "C", "H", "H", "C"],
  "coordinates": [[-0.691747, -0.225830, 1.745374], [2.658715, 0.659917, 3.861702], [-2.564138, -0.864942, -3.846522], [-2.614293, 4.829456, -0.830481], [3.944824, 1.816830, 1.721153], [-5.083685, 4.781019, -0.754406], [-2.543400, -3.851783, -2.104803], [0.892866, 1.618729, -2.030517], [4.519209, -0.514121, 0.172731], [-2.266220, -2.377772, -2.333851], [-2.453753, 3.865877, -0.364231], [-3.914361, -1.612636, -1.227785], [0.328717, -2.003583, -1.363207], [0.703226, 5.765710, -2.338213], [0.814794, -5.086187, -1.460119], [1.770843, 6.065872, -1.502487], [2.252816, -3.637329, 1.336781], [-2.278680, -2.505020, -4.479156], [-3.574788, 3.141968, -0.005494], [0.034559, -4.618727, 1.876392], [3.381985, 1.381242, -1.731784], [2.079377, 2.641871, 2.407091], [4.605759, 1.705992, -0.525714], [0.482846, -6.135630, 1.084727], [-2.120153, -4.449913, -2.911701], [-3.523488, -1.896656, 3.723339], [-2.071051, 1.560474, 0.972804], [2.912104, -1.599459, 2.432544], [-0.946504, 2.203937, 0.520639], [-5.030873, 3.622454, -0.313455], [0.038783, -5.152481, 0.923389], [0.166289, -3.056156, -0.170599], [2.263106, -4.149816, 0.367682], [3.614445, 1.278899, -0.676254], [3.578738, -0.203427, -0.279193], [-1.302491, -3.035090, 3.460610], [-2.577074, -0.478238, -1.364984], [-1.176421, 3.376884, -0.142321], [2.905134, -0.559840, 2.105614], [-2.133333, -4.180504, -1.149450], [-5.891302, 2.764559, -0.045135], [2.464508, -0.505709, 0.678568], [2.484993, 2.833457, 3.403830], [-0.206096, -5.265035, -1.792833], [2.524761, 6.789274, -1.783331], [3.182553, 2.520528, 1.389765], [-0.243621, 4.856300, -1.906955], [-2.826079, -1.523886, -1.212761], [1.697908, -1.943604, -1.897175], [1.286299, -0.360776, 3.529016], [-1.496233, -2.067923, 3.019197], [-2.471483, -1.865860, -0.235860], [-1.091682, 4.599838, -2.527519], [0.455346, -1.893794, 2.157902], [-3.893510, 0.268685, 2.596804], [-0.049134, -0.671611, -0.573179], [-0.508048, -1.425828, 2.307162], [0.837528, -4.383497, -0.112831], [2.819476, -3.566670, -0.368298], [-3.838135, -2.088405, -3.752470], [-3.621958, -4.019153, -2.084095], [-1.775391, 1.198555, -2.884036], [2.649531, 5.658141, 0.408720], [1.308481, -6.054897, -1.359456], [1.844600, 5.422689, -0.282261], [-0.776616, -2.227958, -2.417852], [-0.991037, -5.290706, 0.594301], [0.450501, 1.521650, 2.857717], [-1.899080, 0.341392, 1.784764], [3.936444, -0.225004, 2.153459], [-4.232382, 1.389103, 0.951208], [1.329651, 1.375199, 2.379680], [2.034745, 0.266971, 3.057369], [1.403276, 3.440343, 2.129564], [-3.353395, 1.958615, 0.680166], [-2.760728, -1.924406, -3.692479], [3.689089, 3.473032, 1.233432], [-0.689977, 1.345550, -2.520543], [-0.082888, 4.252330, -0.656484], [0.950547, 4.520751, 0.137471], [3.402270, -0.813540, -1.159057], [0.691122, 0.779332, 0.251583], [2.160749, -1.438330, 0.405933], [1.350067, -4.514218, -2.216955], [2.334603, 2.862677, -0.414212], [2.611548, 2.033644, 0.105112], [-2.938878, -0.227748, 2.522178], [0.603317, 6.242162, -3.304718], [2.779299, -5.100575, 0.508471], [-2.728241, -1.437638, 3.151283]],
  "forces_ev_per_angstrom": [[0.0, 0.1, -0.2], [0.0, 0.0, 0.0], [0.0, -0.1, 0.0], [0.0, 0.0, 0.0], [0.0, 0.0, 0.0], [0.2, -0.4, 0.1], [0.0, 0.0, 0.0], [-0.1, 0.0, 0.2], [0.0, 0.0, 0.0], [0.1, -0.1, 0.0], [-0.1, 0.0, 0.0], [0.0, 0.0, 0.0], [-0.1, 0.0, 0.3], [0.0, 0.0, 0.0], [0.0, 0.0, 0.0], [0.0, 0.0, 0.0], [0.0, 0.0, 0.0], [0.0, 0.0, 0.0], [-0.1, 0.0, 0.0], [0.0, 0.0, 0.0], [0.0, 0.0, 0.0], [0.1, -0.1, 0.0], [0.0, 0.0, 0.0], [0.0, 0.0, 0.0], [0.0, 0.0, 0.0], [0.0, 0.0, 0.0], [-0.2, -0.1, 0.1], [0.0, 0.0, 0.0], [-0.3, -0.1, -0.1], [-0.3, 0.2, 0.0], [0.0, 0.0, 0.0], [0.0, -0.1, -0.2], [0.0, 0.0, 0.0], [0.0, 0.0, 0.0], [0.0, 0.0, 0.1], [0.0, 0.0, 0.0], [0.0, 0.1, 0.0], [0.0, 0.1, 0.0], [0.0, 0.0, -0.1], [0.0, 0.0, 0.0], [0.4, 0.2, -0.1], [0.0, 0.0, 0.1], [0.0, 0.0, 0.0], [0.0, 0.0, 0.0], [0.0, 0.0, 0.0], [0.0, 0.0, -0.1], [0.0, 0.0, 0.1], [-0.1, -0.1, 0.0], [-0.1, -0.1, -0.1], [0.0, 0.0, 0.0], [0.0, 0.0, 0.0], [0.0, 0.0, 0.0], [0.0, 0.0, 0.0], [0.0, 0.0, 0.0], [0.0, 0.0, 0.0], [0.4, -0.2, -0.2], [0.0, 0.0, 0.0], [0.0, 0.1, 0.1], [0.0, 0.0, 0.0], [0.0, 0.0, 0.0], [0.0, 0.0, 0.0], [0.1, 0.1, 0.1], [0.0, 0.0, 0.0], [0.0, 0.0, 0.0], [0.1, 0.0, 0.0], [0.0, 0.0, -0.1], [0.0, 0.0, 0.0], [-0.1, 0.0, 0.1], [0.0, -0.1, 0.1], [0.1, 0.0, 0.0], [0.0, 0.0, 0.0], [0.1, 0.0, -0.2], [0.0, 0.0, 0.0], [-0.1, 0.1, -0.1], [0.0, 0.2, 0.0], [0.0, 0.0, 0.0], [0.0, 0.0, 0.0], [0.0, 0.0, -0.2], [0.0, 0.1, -0.1], [0.0, -0.1, 0.0], [0.0, 0.0, -0.1], [0.0, 0.2, 0.1], [-0.1, -0.1, 0.0], [0.0, 0.0, 0.0], [-0.1, 0.0, 0.0], [0.1, 0.0, 0.1], [0.1, 0.0, 0.0], [0.0, 0.0, 0.0], [0.0, 0.0, 0.0], [0.0, 0.0, 0.0]]
}


{
  "formula": "C15H32FNO5S",
  "method": "ωB97M-V with the def2-TZVPD basis set",
  "max_force_ev_per_a": 0.7,
  "e_homo_ev": -9.284,
  "smiles": "C[C@@H](F)C[C@H]1C(=O)NC[C@@H]1S.COCCOC.COCCOC",
  "gap_ev": 9.888,
  "symbols": ["H", "H", "O", "H", "O", "C", "C", "H", "C", "H", "H", "N", "H", "H", "C", "C", "C", "H", "C", "C", "C", "H", "H", "H", "H", "H", "H", "H", "H", "H", "H", "H", "H", "O", "H", "H", "C", "H", "H", "C", "C", "C", "C", "F", "H", "C", "H", "H", "O", "H", "H", "H", "H", "S", "O"],
  "coordinates": [[-1.071591, -1.397419, 0.351139], [5.232756, 1.055490, 1.173753], [-5.398545, 2.209248, 0.219183], [7.206394, 0.809436, -2.246695], [-3.614257, 0.302516, 1.558020], [-0.802778, -3.764302, 1.150206], [-4.280910, 2.987088, -0.163812], [0.711987, -3.727325, -0.310985], [4.425722, 0.319591, 1.206895], [1.037227, 0.971760, 0.089052], [6.490812, 0.050090, -0.802775], [-1.687820, -4.013281, -0.000780], [-4.424067, 3.983181, 0.250887], [-5.654541, 0.141186, 1.876420], [0.165599, -1.130376, -1.406860], [-0.389631, 0.286660, -1.386055], [-4.915922, -0.004013, 1.082047], [-6.244377, 0.502610, -0.511433], [4.617672, 1.547200, -1.851252], [-0.512253, -2.018668, -0.372372], [3.563197, 1.179139, -0.833668], [-3.978235, 0.542239, 3.588742], [-3.347192, 2.568684, 0.222917], [-1.479317, 0.250597, -1.509296], [-4.211626, 2.004360, 2.596736], [-4.529317, 0.702119, -0.904463], [2.628594, 0.958155, -1.358339], [-4.211636, 3.065716, -1.254059], [-0.484003, -4.672357, 1.662894], [0.049259, -1.543529, -2.412820], [-0.596882, 0.704875, 0.723834], [4.805621, -0.609459, 1.628720], [3.624781, 0.698890, 1.853357], [-2.273882, -2.814807, -1.883101], [1.244508, -1.080281, -1.197230], [-4.929321, -1.059490, 0.793005], [-0.030211, 1.072099, -0.136772], [-2.573325, 1.391411, 2.912810], [-0.256214, 2.132285, -0.283330], [-5.279947, 0.838229, -0.118981], [-1.603982, -2.951757, -0.889843], [0.324139, -3.013448, 0.428973], [6.838555, 0.993721, -1.231547], [0.131049, 0.976011, -2.498997], [1.685014, -1.127295, 1.075080], [-3.606530, 1.103439, 2.724755], [4.808333, 0.692356, -2.507781], [-1.291782, -3.085174, 1.864241], [3.932826, 0.026826, -0.087098], [7.657427, 1.380533, -0.627670], [4.245054, 2.371321, -2.466536], [-2.607497, -4.398993, 0.158157], [3.385784, 2.026538, -0.162870], [1.655950, -2.408014, 1.457494], [5.819330, 1.974389, -1.231895]],
  "forces_ev_per_angstrom": [[0.2, 0.0, 0.0], [0.0, 0.0, 0.0], [0.0, 0.0, 0.0], [0.0, 0.0, 0.0], [0.1, 0.0, 0.0], [-0.2, 0.3, -0.2], [0.0, 0.0, 0.0], [0.3, 0.1, 0.2], [0.0, 0.0, 0.0], [-0.2, 0.0, 0.0], [0.0, 0.0, 0.0], [0.0, 0.3, 0.4], [0.0, 0.0, 0.0], [0.0, 0.0, 0.0], [0.3, 0.0, 0.0], [-0.1, 0.0, 0.0], [0.0, -0.1, 0.0], [0.0, 0.0, 0.0], [0.1, 0.1, 0.0], [-0.2, 0.2, 0.0], [0.0, -0.1, 0.0], [0.0, 0.0, 0.0], [0.0, 0.0, 0.0], [0.1, 0.1, -0.1], [0.0, 0.0, 0.0], [0.0, 0.0, 0.0], [0.1, 0.0, 0.0], [0.0, 0.0, 0.0], [-0.1, 0.0, -0.2], [-0.1, 0.0, 0.1], [0.0, 0.1, -0.1], [0.0, 0.0, 0.0], [0.0, 0.0, 0.0], [-0.1, 0.2, 0.0], [-0.2, 0.0, -0.1], [0.0, 0.0, 0.0], [0.1, -0.1, 0.0], [0.0, 0.0, 0.0], [0.0, -0.2, 0.0], [0.0, 0.1, 0.0], [0.0, -0.2, 0.0], [-0.4, -0.3, -0.5], [0.0, 0.0, 0.0], [0.0, -0.1, 0.2], [-0.1, 0.0, -0.2], [0.0, 0.0, 0.0], [0.0, 0.0, 0.0], [0.2, -0.2, 0.1], [-0.1, 0.0, 0.0], [0.0, 0.0, 0.0], [0.0, 0.0, 0.0], [0.1, -0.2, -0.2], [0.0, 0.0, 0.0], [0.2, 0.0, 0.5], [0.0, 0.0, 0.0]]
}


{
  "formula": "C4H12",
  "method": "ωB97M-V with the def2-TZVPD basis set",
  "de_lowest_kcal_mol": 6.72,
  "max_force_ev_per_a": 2.2,
  "e_homo_ev": -11.630,
  "smiles": "CC.CC",
  "gap_ev": 12.753,
  "symbols": ["H", "H", "C", "C", "H", "H", "H", "H", "H", "H", "H", "C", "H", "H", "H", "C"],
  "coordinates": [[-1.644034, 1.355868, -0.112417], [-0.821729, 2.130550, 2.729975], [1.195407, -2.387896, -0.972093], [-1.397887, 1.077189, 0.895126], [1.842242, -2.544107, -0.116541], [0.166908, -2.617289, -0.706360], [-2.278629, 0.624547, 1.348507], [-1.941303, 2.989863, 1.684658], [1.507053, -3.143027, -1.696216], [0.477040, -0.383219, -1.336881], [-0.296627, 2.917051, 1.209111], [-1.072308, 2.329640, 1.704665], [1.200527, -1.114333, -2.712305], [2.213454, -0.556009, -1.305564], [-0.680763, 0.259656, 0.828023], [1.323544, -1.003568, -1.639820]],
  "forces_ev_per_angstrom": [[-0.2, 0.1, -0.6], [0.3, -0.1, 0.4], [0.1, -0.3, -0.8], [-0.6, -0.2, 0.6], [0.0, 0.3, 0.3], [0.0, 0.0, 0.1], [-0.2, -0.1, -0.2], [-0.1, -0.1, 0.2], [0.0, -0.1, 0.1], [0.2, 0.2, 0.1], [0.3, -0.1, 0.3], [0.1, 0.2, -1.0], [0.5, 0.2, -0.2], [1.2, 0.8, -0.2], [0.5, 0.4, 0.3], [-1.9, -1.0, 0.5]]
}


What is the formula in the first record? C31H43N7O6PSTi